Molecular formula: C2FLi2O2Tl
Method: DFT, ωB97M-V with the def2-TZVPD basis set

Structure (ORCA input):
```
! wB97M-V def2-TZVPD RIJCOSX def2/J DEFGRID3
* xyz 0 1
C -1.19705 -0.50982 -0.80545
O -1.66767 -1.69254 -0.83149
Li 2.40754 3.27196 -0.06815
Li -0.46811 -2.34386 0.50446
F 0.78954 -1.42849 1.33713
C -0.73899 0.63443 -0.75631
O 0.08601 1.63571 -0.44813
Tl 0.78873 0.43261 1.06794
*
```

Highest occupied orbital energy, eV: -5.90
ΔE to the lowest compared entry with this formula, charge and spin, kcal per mole: 76.63
Lowest unoccupied orbital energy, eV: -1.770
F_max, eV Å⁻¹: 7.83
Frontier orbital gap, eV: 4.132



Molecular formula: C2FN3
Method: DFT, ωB97M-V with the def2-TZVPD basis set

Structure (ORCA input):
```
! wB97M-V def2-TZVPD RIJCOSX def2/J DEFGRID3
* xyz 0 1
C -1.80391 0.15975 -0.20388
C 1.72555 -0.22955 0.10178
N -2.70487 -0.43985 0.36319
N 1.27407 -1.24022 -0.13944
N -0.87977 0.93362 -0.38998
F 2.38893 0.81625 0.26834
*
```

Highest occupied orbital energy (alpha / beta), eV: -11.42 / -11.37
ΔE to the lowest compared entry with this formula, charge and spin, kcal per mole: 57.83
Lowest unoccupied orbital energy (alpha / beta), eV: -3.165 / -3.203
F_max, eV Å⁻¹: 2.15
Frontier orbital gap (alpha / beta), eV: 8.251 / 8.162



Molecular formula: C2FN3O4
Method: DFT, ωB97M-V with the def2-TZVPD basis set

Structure (ORCA input):
```
! wB97M-V def2-TZVPD RIJCOSX def2/J DEFGRID3
* xyz 0 3
C 2.21226 0.39559 -0.10650
C -0.46791 0.14225 0.42799
N 3.31188 0.60500 -0.24846
N -0.39851 -1.31961 0.47237
N -0.92806 0.87483 -0.76121
O -0.73525 -1.80584 1.52435
O -1.48233 1.91808 -0.52627
O -0.02948 -1.89305 -0.51638
O -0.72167 0.37176 -1.83189
F -0.76093 0.71098 1.56601
*
```

Highest occupied orbital energy (alpha / beta), eV: -11.49 / -12.29
ΔE to the lowest compared entry with this formula, charge and spin, kcal per mole: 0.00
Lowest unoccupied orbital energy (alpha / beta), eV: -1.205 / -5.569
F_max, eV Å⁻¹: 4.07
Frontier orbital gap (alpha / beta), eV: 10.283 / 6.719



Molecular formula: C2GdO4
Method: DFT, ωB97M-V with the def2-TZVPD basis set

Structure (ORCA input):
```
! wB97M-V def2-TZVPD RIJCOSX def2/J DEFGRID3
* xyz 3 8
O -2.03818 0.18613 -1.37757
C -2.35931 0.70871 -2.33476
O 0.93385 0.20036 1.11267
O 2.98193 0.07764 -0.10257
C 2.06759 0.55122 0.42765
O 1.26727 1.58182 0.54871
Gd -1.32710 -0.92148 0.66911
*
```

Highest occupied orbital energy (alpha / beta), eV: -25.24 / -25.98
ΔE to the lowest compared entry with this formula, charge and spin, kcal per mole: 0.00
Lowest unoccupied orbital energy (alpha / beta), eV: -20.950 / -16.015
F_max, eV Å⁻¹: 2.87
Frontier orbital gap (alpha / beta), eV: 4.287 / 9.965



Molecular formula: C2H10BO3PSSi
Method: DFT, ωB97M-V with the def2-TZVPD basis set

Structure (ORCA input):
```
! wB97M-V def2-TZVPD RIJCOSX def2/J DEFGRID3
* xyz 0 1
C -1.51869 0.23468 -1.94733
C -0.25394 -0.65884 -1.82761
B -0.19584 -1.27195 -0.39495
O -1.20572 -2.05786 0.04305
Si 1.32211 -0.80829 0.83783
P 0.94802 1.32233 1.48341
O 1.08853 1.35812 3.08879
O -0.61832 1.55470 1.29946
S 2.06125 2.63006 0.61406
H -2.15032 0.14137 -1.07581
H -2.11462 -0.04073 -2.80104
H -1.21893 1.26900 -2.01113
H -0.26534 -1.43703 -2.57905
H 0.61899 -0.04729 -1.99971
H -0.99632 -2.40180 0.92635
H 1.24280 -1.62685 2.08431
H 2.66007 -0.88828 0.23024
H 1.36440 0.47227 3.38606
H -0.76812 2.25640 0.64306
*
```

Highest occupied orbital energy, eV: -8.88
Lowest unoccupied orbital energy, eV: 0.272
SMILES: CCB(O)[SiH2]P(O)(O)=S
F_max, eV Å⁻¹: 1.15
Frontier orbital gap, eV: 9.156



Molecular formula: C2H10ClInO2P2S
Method: DFT, ωB97M-V with the def2-TZVPD basis set

Structure (ORCA input):
```
! wB97M-V def2-TZVPD RIJCOSX def2/J DEFGRID3
* xyz 2 1
C 2.63427 0.96147 0.69355
O 1.22732 1.22506 0.37033
C 0.73940 0.86889 -0.74001
P -0.12112 -1.30785 -0.36970
S -1.31257 -0.97520 -2.27364
P -2.01094 -0.36261 0.78610
O -1.68184 1.23117 0.67828
Cl -1.72313 -0.79650 2.71042
H 2.65362 0.41919 1.63288
H 3.09849 1.93589 0.81845
H 3.11002 0.40411 -0.11128
H 1.42363 0.58277 -1.54453
H -0.15412 1.39039 -1.08134
H -0.66518 -2.59673 -0.20324
H 1.03521 -1.70380 -1.08982
H 0.61374 -1.35617 0.87202
H -1.90214 -2.18084 -2.30670
H -2.14349 1.82666 1.28524
In -4.82116 0.43411 -0.12703
*
```

Highest occupied orbital energy, eV: -15.49
Lowest unoccupied orbital energy, eV: -10.137
F_max, eV Å⁻¹: 2.92
Frontier orbital gap, eV: 5.352



Molecular formula: C2H10ClMnNO2
Method: DFT, ωB97M-V with the def2-TZVPD basis set

Structure (ORCA input):
```
! wB97M-V def2-TZVPD RIJCOSX def2/J DEFGRID3
* xyz 2 6
Mn 0.08278 4.54902 21.07406
N -1.69648 9.11196 23.59590
H -2.22458 9.55996 22.83882
H -1.45737 8.13326 23.37275
H -2.33960 9.13418 24.39504
H -0.88140 9.70797 23.76809
Cl -0.06035 6.44737 22.66211
C 4.00009 8.67656 25.40593
C 3.20438 8.01554 24.34799
O 2.03697 7.35902 24.93583
O 3.36754 9.84969 25.86177
H 4.92383 8.96606 24.88419
H 4.31906 7.93437 26.14061
H 3.57442 7.21157 23.70156
H 2.81708 8.71137 23.58803
H 1.44818 7.04151 24.25158
H 3.73915 10.08974 26.71602
*
```

Highest occupied orbital energy (alpha / beta), eV: -14.66 / -14.66
ΔE to the lowest compared entry with this formula, charge and spin, kcal per mole: 0.00
Lowest unoccupied orbital energy (alpha / beta), eV: -11.435 / -11.392
F_max, eV Å⁻¹: 3.43
Frontier orbital gap (alpha / beta), eV: 3.224 / 3.268



Molecular formula: C2H10MnO10
Method: DFT, ωB97M-V with the def2-TZVPD basis set

Structure (ORCA input):
```
! wB97M-V def2-TZVPD RIJCOSX def2/J DEFGRID3
* xyz 0 6
Mn -0.10727 0.00611 0.03429
C -0.98183 1.57513 -1.73957
O -0.21086 1.93992 -0.85190
O -1.74889 2.49030 -2.40748
O -1.16748 0.35306 -1.87742
H -1.63986 3.40142 -2.28863
C 2.45006 -0.17775 -0.52938
O 1.52370 -0.63142 -1.25860
O 3.71541 -0.34076 -0.79799
O 2.08618 0.41722 0.52827
H 3.91763 -0.91790 -1.51597
O -2.23925 -0.13848 0.66170
H -2.50027 -0.86300 1.25297
H -3.09035 -0.01669 0.31677
O 0.38673 -1.41491 1.82671
H 1.22957 -1.66469 2.17609
H -0.18630 -1.35796 2.59677
O -0.58802 -2.17157 -0.58350
H -1.30298 -2.23659 -1.24070
H 0.15219 -2.67192 -0.94109
O -0.17845 1.21803 2.01067
H 0.75136 1.09925 2.36564
H -0.27101 2.10320 2.26234
*
```

Highest occupied orbital energy (alpha / beta), eV: -7.97 / -9.00
ΔE to the lowest compared entry with this formula, charge and spin, kcal per mole: 9.26
Lowest unoccupied orbital energy (alpha / beta), eV: -0.153 / -0.159
F_max, eV Å⁻¹: 3.78
Frontier orbital gap (alpha / beta), eV: 7.813 / 8.845